(1)
The following is a DFT calculation (the ωB97M-V functional and the def2-TZVPD basis) of 2 unconnected molecules or ions with the total composition C35H58N5.

Results
Charge: +1
HOMO: -9.20 eV
Calculated total energy: -44680.63135 eV
Largest force on an atom: 0.021 Eh/bohr

Each line ends with the Mulliken charge.
Geometry (Å):
N1 -6.337 0.322 2.885  -0.538
N2 4.716 1.976 5.540  0.247
N3 -1.897 5.265 -0.698  -0.628
N4 -0.379 -3.352 -4.899  0.330
N5 -2.529 2.610 0.045  -0.020
C1 3.719 3.927 5.909  -0.562
C2 -1.092 -3.397 -6.228  -0.701
C3 4.947 2.300 6.845  -0.302
C4 -2.916 6.046 1.328  -0.433
C5 -2.546 4.982 0.472  0.008
C6 -4.492 1.686 3.764  -0.960
C7 -1.610 4.230 -1.428  -0.825
C8 -1.169 -2.325 -4.081  -0.612
C9 -3.799 1.956 2.432  -0.082
C10 -2.064 0.416 -1.584  -0.057
C11 0.322 -0.285 -0.910  -0.160
C12 1.028 -2.886 -5.077  -1.096
C13 4.257 -1.154 2.056  -0.655
C14 -2.548 -3.205 -5.868  -0.865
C15 -6.007 1.567 3.617  -0.648
C16 -3.519 3.403 2.088  0.922
C17 -0.080 -5.913 -5.015  -0.719
C18 5.196 0.756 4.902  -0.615
C19 -3.872 4.469 2.893  -0.592
C20 3.485 -1.718 0.862  -1.317
C21 -2.854 3.664 0.852  0.056
C22 4.341 3.510 7.099  -0.640
C23 -1.327 -6.648 -5.513  -1.166
C24 2.558 -0.680 0.212  -0.384
C25 5.418 -0.230 1.623  -0.660
C26 1.157 -1.223 -0.039  -0.847
C27 -3.563 5.797 2.514  -1.027
C28 5.489 1.105 2.365  -0.642
C29 -1.931 2.898 -1.074  0.620
C30 -0.377 -4.679 -4.165  -0.516
C31 6.172 1.013 3.752  -0.694
C32 -1.165 -0.353 -0.617  -0.808
C33 3.967 2.960 4.959  -0.326
C34 -1.558 1.788 -2.021  -1.212
C35 -2.476 -2.074 -4.842  -0.469
H1 6.882 0.195 3.697  0.473
H2 -3.338 -2.053 -4.179  0.415
H3 -2.682 7.054 1.026  0.467
H4 -6.430 1.523 4.621  0.366
H5 3.651 2.915 3.937  0.312
H6 -0.726 -2.554 -6.812  0.484
H7 -2.430 -1.109 -5.346  0.379
H8 -1.366 -0.057 0.407  0.330
H9 -6.767 -0.328 3.527  0.247
H10 4.336 4.050 8.027  0.414
H11 1.015 -1.923 -5.578  0.459
H12 0.665 0.730 -0.703  0.433
H13 1.488 -2.787 -4.097  0.395
H14 0.553 -0.464 -1.964  0.128
H15 -1.345 -4.778 -3.677  0.560
H16 3.147 4.819 5.743  0.425
H17 6.062 1.798 1.754  0.389
H18 -4.396 4.330 3.822  0.297
H19 -3.824 6.636 3.138  0.397
H20 -4.219 2.391 4.543  0.513
H21 -2.837 1.444 2.439  0.199
H22 3.550 -0.575 2.643  0.327
H23 -2.963 -4.111 -5.423  0.273
H24 0.373 -4.567 -3.384  0.345
H25 -2.036 -6.804 -4.699  0.323
H26 -3.024 0.548 -1.096  0.402
H27 4.478 1.494 2.453  0.164
H28 -2.031 2.032 -2.975  0.548
H29 5.683 0.171 5.676  0.281
H30 -1.462 -1.406 -0.673  0.269
H31 -7.044 0.512 2.187  0.199
H32 0.668 -1.339 0.927  0.284
H33 5.265 -0.005 0.567  0.365
H34 5.516 1.704 7.529  0.347
H35 -4.358 1.484 1.631  0.390
H36 6.680 1.952 3.945  0.381
H37 -2.274 -0.162 -2.485  -0.247
H38 -3.155 -2.950 -6.733  0.508
H39 -0.487 1.813 -2.209  0.518
H40 -0.569 -1.424 -3.995  0.206
H41 0.586 -5.676 -5.847  0.305
H42 0.475 -6.603 -4.378  0.449
H43 6.367 -0.756 1.686  0.468
H44 -1.331 -2.731 -3.087  0.298
H45 4.200 -2.115 0.142  0.403
H46 -6.418 2.431 3.102  0.334
H47 -1.846 -6.112 -6.309  0.244
H48 -1.058 -7.627 -5.906  0.394
H49 -1.095 4.402 -2.365  0.414
H50 4.648 -1.964 2.666  0.448
H51 3.010 -0.333 -0.717  0.395
H52 2.908 -2.572 1.217  0.513
H53 2.481 0.178 0.877  0.263
H54 1.259 -2.206 -0.501  0.324
H55 1.566 -3.615 -5.678  0.363
H56 4.336 0.181 4.573  0.283
H57 -0.850 -4.315 -6.755  0.425
H58 -4.153 0.712 4.109  0.312

***

(2)
The following is a DFT calculation (the ωB97M-V functional and the def2-TZVPD basis) of a molecular structure, C32H22N12OPdSe.

Results
HOMO: -6.37 eV
Calculated total energy: -122296.05815 eV
Largest force on an atom: 0.002 Eh/bohr

Each line ends with the natural charge from an NBO analysis.
Geometry (Å):
Pd1 2.761 2.664 2.180  -0.140
Se1 -1.357 -5.611 -2.025  0.897
O1 -1.709 0.085 0.262  -0.418
N1 0.744 0.798 4.968  -0.183
N2 -2.676 -1.866 -0.028  -0.291
N3 1.436 -0.367 -0.292  -0.430
N4 1.781 -0.066 4.996  -0.289
N5 2.402 1.886 4.071  -0.502
N6 -2.597 -1.232 -1.255  -0.296
N7 1.507 3.688 -1.593  -0.178
N8 -0.993 -4.339 -3.222  -0.601
N9 1.289 -0.094 -2.992  -0.392
N10 2.665 3.222 0.183  -0.500
N11 -0.556 -4.739 -0.690  -0.601
N12 2.544 2.950 -2.040  -0.264
C1 -1.172 -0.649 4.438  0.046
C2 -2.239 -2.586 2.745  -0.189
C3 0.787 -1.211 -2.459  0.168
C4 -0.006 -1.957 -4.601  -0.130
C5 2.756 0.627 4.455  0.156
C6 1.619 -0.529 1.009  0.058
C7 -1.407 -0.348 3.100  -0.231
C8 0.420 4.048 -2.474  -0.225
C9 -0.588 0.386 5.370  -0.240
C10 -2.028 1.777 -4.260  -0.206
C11 1.151 0.099 -4.291  0.055
C12 0.568 -2.599 -0.388  -0.128
C13 -0.107 -3.619 -1.184  0.128
C14 1.125 1.952 4.412  0.197
C15 -2.322 0.838 -3.290  -0.182
C16 -2.141 -1.069 0.830  0.445
C17 0.810 -2.767 0.975  -0.136
C18 1.358 -1.723 1.685  -0.268
C19 -2.026 -0.095 -1.046  0.451
C20 -1.720 0.935 -2.036  -0.040
C21 -0.349 -3.397 -2.591  0.140
C22 -0.532 2.903 -2.739  -0.031
C23 1.589 3.839 -0.269  0.194
C24 -1.465 -1.917 4.916  -0.215
C25 0.943 -1.394 -0.994  0.243
C26 3.215 2.690 -0.944  0.173
C27 0.504 -0.799 -5.141  -0.257
C28 -2.002 -2.882 4.073  -0.201
C29 -1.936 -1.315 2.256  -0.026
C30 -1.137 2.805 -3.985  -0.191
C31 -0.823 1.960 -1.761  -0.190
C32 0.139 -2.181 -3.233  -0.109
H1 -2.225 -3.870 4.454  0.222
H2 -0.535 -0.004 6.385  0.224
H3 0.875 4.389 0.319  0.221
H4 0.854 4.403 -3.407  0.230
H5 -2.486 1.705 -5.238  0.220
H6 0.416 -0.584 -6.197  0.220
H7 1.546 -1.798 2.748  0.233
H8 0.541 -3.703 1.448  0.236
H9 1.966 0.352 1.551  0.212
H10 -3.004 0.022 -3.486  0.240
H11 0.476 2.802 4.287  0.224
H12 -0.899 3.531 -4.754  0.212
H13 1.578 1.018 -4.680  0.198
H14 -1.152 0.630 2.705  0.229
H15 -0.318 1.981 -0.803  0.240
H16 -1.202 1.288 5.383  0.221
H17 -0.109 4.884 -2.011  0.220
H18 -2.637 -3.328 2.066  0.246
H19 -0.511 -2.698 -5.206  0.234
H20 3.748 0.230 4.323  0.216
H21 4.116 2.102 -0.939  0.214
H22 -1.262 -2.156 5.953  0.216

***

(3)
The following is a DFT calculation (the ωB97M-V functional and the def2-TZVPD basis) of a molecular structure, C27H34Cl5N6OPd.

Results
Charge: +1
HOMO (alpha / beta): -9.98 / -10.12 eV
Calculated total energy: -105610.13767 eV
Largest force on an atom: 0.048 Eh/bohr
2S+1: 3

Each line ends with the Mulliken charge.
Geometry (Å):
Pd1 -0.894 -0.073 -0.932  0.088
Cl1 -2.385 -1.239 -6.400  -0.149
Cl2 -3.831 -2.421 -3.957  -0.163
Cl3 -1.751 1.822 -6.088  -0.184
Cl4 -3.134 -1.411 -1.137  -0.530
Cl5 -0.363 2.828 -3.531  -0.114
O1 -1.802 2.501 -0.554  -0.118
N1 -0.819 -0.838 3.645  0.426
N2 1.547 -1.601 -2.219  0.176
N3 1.149 -0.132 -0.464  1.306
N4 -2.424 -1.645 2.142  0.701
N5 -0.848 -0.054 1.421  1.319
N6 3.130 -1.385 -0.538  0.225
C1 -1.646 -1.092 4.819  -1.394
C2 2.787 1.630 -0.420  -0.397
C3 1.427 2.958 1.601  1.438
C4 -2.676 -1.188 -3.704  0.473
C5 -0.263 1.204 1.761  -1.276
C6 -2.071 -0.545 -4.866  0.200
C7 4.316 -1.550 -1.365  -1.271
C8 -1.321 -0.764 2.393  -0.834
C9 0.714 3.705 2.570  -0.872
C10 0.005 0.299 -2.725  -0.401
C11 -3.361 -1.345 1.282  -0.770
C12 -0.694 1.143 -3.712  -0.687
C13 -1.428 0.717 -4.785  0.473
C14 2.611 3.508 1.051  -1.238
C15 3.276 2.856 0.060  -1.248
C16 1.930 -1.011 -1.061  -0.289
C17 1.671 1.031 0.118  -0.373
C18 -3.018 3.152 -0.916  -0.879
C19 0.577 -1.034 -3.172  -0.321
C20 -2.323 -3.042 2.647  -1.021
C21 -2.352 -0.780 -2.463  -0.498
C22 0.944 1.694 1.161  0.402
C23 1.974 -2.947 -2.572  -1.251
C24 3.382 -1.283 0.887  -0.910
C25 -0.466 3.246 3.068  -1.297
C26 -0.954 1.994 2.653  0.290
C27 0.559 -0.471 3.931  -0.611
H1 -4.238 -2.154 -1.012  0.362
H2 0.834 0.921 -2.392  0.902
H3 4.161 3.289 -0.389  0.445
H4 4.753 -2.543 -1.241  0.354
H5 3.290 1.155 -1.254  0.557
H6 1.078 -0.915 -4.142  0.250
H7 -2.596 -3.101 3.695  0.328
H8 5.062 -0.805 -1.074  0.392
H9 -2.318 -2.779 -1.283  0.261
H10 3.909 -0.361 1.147  0.294
H11 1.092 -3.543 -2.814  0.346
H12 0.950 -1.171 4.670  0.521
H13 2.486 -3.411 -1.735  0.415
H14 3.988 -2.136 1.196  0.432
H15 -3.018 -3.637 2.062  0.366
H16 -1.717 2.539 0.405  0.202
H17 -1.501 -2.101 5.208  0.371
H18 -2.898 3.532 -1.929  0.243
H19 4.071 -1.398 -2.412  0.409
H20 2.634 -2.948 -3.442  0.387
H21 1.157 -0.538 3.027  -0.042
H22 -0.196 -1.790 -3.300  0.327
H23 -1.307 -3.403 2.500  0.356
H24 0.638 0.546 4.324  0.271
H25 -3.862 2.458 -0.894  0.220
H26 1.112 4.662 2.883  0.453
H27 -1.360 -0.384 5.598  0.426
H28 -3.228 3.993 -0.253  0.368
H29 -2.698 -0.928 4.594  0.435
H30 2.436 -1.312 1.422  0.063
H31 -1.031 3.831 3.781  0.460
H32 2.956 4.468 1.414  0.475
H33 -3.918 -0.110 -1.030  0.290
H34 -1.899 1.635 3.043  0.644

***

(4)
The following is a DFT calculation (the ωB97M-V functional and the def2-TZVPD basis) of a molecular structure, C10H30BNPtSe4Si4.

Results
HOMO (alpha / beta): -7.61 / -8.63 eV
Calculated total energy: -309166.57053 eV
Largest force on an atom: 0.024 Eh/bohr
2S+1: 5

Each line ends with the natural charge from an NBO analysis.
Geometry (Å):
Pt1 0.089 -0.090 0.144  0.664
Se1 -0.956 2.069 -0.653  -0.046
Se2 2.332 0.123 -0.650  -0.090
Se3 2.610 2.280 -1.407  0.081
Se4 0.532 2.990 -2.059  0.142
Si1 0.103 -3.641 -0.027  1.366
Si2 -1.122 -1.773 -0.876  -0.397
Si3 -3.252 -1.871 0.136  1.333
Si4 -1.119 -1.888 -3.217  1.314
N1 0.016 0.068 2.179  -0.722
C1 1.816 -3.595 -0.749  -1.121
C2 -4.148 -0.335 -0.442  -1.113
C3 -3.136 -1.857 1.984  -1.128
C4 -1.931 -3.432 -3.862  -1.113
C5 0.061 0.044 3.335  0.478
C6 0.151 -3.542 1.821  -1.136
C7 -4.189 -3.360 -0.466  -1.117
C8 -2.095 -0.406 -3.800  -1.116
C9 -0.790 -5.153 -0.622  -1.125
C10 0.627 -1.760 -3.843  -1.121
B1 0.074 -0.030 4.920  -0.586
H1 -0.145 1.086 5.340  0.020
H2 -1.813 0.497 -3.250  0.236
H3 -0.810 -0.817 5.202  0.019
H4 0.895 -4.243 2.216  0.244
H5 -3.737 -4.298 -0.138  0.237
H6 0.421 -2.541 2.156  0.253
H7 -1.389 -4.337 -3.582  0.236
H8 -0.249 -6.045 -0.285  0.245
H9 -0.845 -5.184 -1.711  0.236
H10 -5.207 -3.321 -0.063  0.246
H11 -4.107 -1.576 2.405  0.246
H12 2.458 -4.330 -0.249  0.244
H13 -4.385 -0.390 -1.509  0.236
H14 -3.538 0.558 -0.285  0.229
H15 -0.813 -3.793 2.266  0.244
H16 1.189 -1.007 -3.282  0.243
H17 -1.805 -5.208 -0.226  0.238
H18 1.168 -0.448 5.243  0.021
H19 -1.966 -3.388 -4.957  0.244
H20 1.808 -3.827 -1.816  0.238
H21 -1.921 -0.221 -4.866  0.239
H22 -3.168 -0.560 -3.652  0.237
H23 1.160 -2.709 -3.750  0.238
H24 -4.258 -3.381 -1.556  0.236
H25 -5.086 -0.199 0.108  0.241
H26 -2.957 -3.527 -3.498  0.238
H27 -2.868 -2.835 2.387  0.241
H28 -2.395 -1.140 2.343  0.257
H29 2.272 -2.616 -0.622  0.228
H30 0.630 -1.472 -4.899  0.242

***

Among the records above, which one has the lowest calculated total energy?
C10H30BNPtSe4Si4

***

Please write out number 4 again, unchanged.
The following is a DFT calculation (the ωB97M-V functional and the def2-TZVPD basis) of a molecular structure, C10H30BNPtSe4Si4.

Results
HOMO (alpha / beta): -7.61 / -8.63 eV
Calculated total energy: -309166.57053 eV
Largest force on an atom: 0.024 Eh/bohr
2S+1: 5

Each line ends with the natural charge from an NBO analysis.
Geometry (Å):
Pt1 0.089 -0.090 0.144  0.664
Se1 -0.956 2.069 -0.653  -0.046
Se2 2.332 0.123 -0.650  -0.090
Se3 2.610 2.280 -1.407  0.081
Se4 0.532 2.990 -2.059  0.142
Si1 0.103 -3.641 -0.027  1.366
Si2 -1.122 -1.773 -0.876  -0.397
Si3 -3.252 -1.871 0.136  1.333
Si4 -1.119 -1.888 -3.217  1.314
N1 0.016 0.068 2.179  -0.722
C1 1.816 -3.595 -0.749  -1.121
C2 -4.148 -0.335 -0.442  -1.113
C3 -3.136 -1.857 1.984  -1.128
C4 -1.931 -3.432 -3.862  -1.113
C5 0.061 0.044 3.335  0.478
C6 0.151 -3.542 1.821  -1.136
C7 -4.189 -3.360 -0.466  -1.117
C8 -2.095 -0.406 -3.800  -1.116
C9 -0.790 -5.153 -0.622  -1.125
C10 0.627 -1.760 -3.843  -1.121
B1 0.074 -0.030 4.920  -0.586
H1 -0.145 1.086 5.340  0.020
H2 -1.813 0.497 -3.250  0.236
H3 -0.810 -0.817 5.202  0.019
H4 0.895 -4.243 2.216  0.244
H5 -3.737 -4.298 -0.138  0.237
H6 0.421 -2.541 2.156  0.253
H7 -1.389 -4.337 -3.582  0.236
H8 -0.249 -6.045 -0.285  0.245
H9 -0.845 -5.184 -1.711  0.236
H10 -5.207 -3.321 -0.063  0.246
H11 -4.107 -1.576 2.405  0.246
H12 2.458 -4.330 -0.249  0.244
H13 -4.385 -0.390 -1.509  0.236
H14 -3.538 0.558 -0.285  0.229
H15 -0.813 -3.793 2.266  0.244
H16 1.189 -1.007 -3.282  0.243
H17 -1.805 -5.208 -0.226  0.238
H18 1.168 -0.448 5.243  0.021
H19 -1.966 -3.388 -4.957  0.244
H20 1.808 -3.827 -1.816  0.238
H21 -1.921 -0.221 -4.866  0.239
H22 -3.168 -0.560 -3.652  0.237
H23 1.160 -2.709 -3.750  0.238
H24 -4.258 -3.381 -1.556  0.236
H25 -5.086 -0.199 0.108  0.241
H26 -2.957 -3.527 -3.498  0.238
H27 -2.868 -2.835 2.387  0.241
H28 -2.395 -1.140 2.343  0.257
H29 2.272 -2.616 -0.622  0.228
H30 0.630 -1.472 -4.899  0.242